Computed, not measured: one molecule with the formula CHN3O3S, with ωB97M-V with the def2-TZVPD basis set.

energy relative to the best compared isomer or geometry (same formula, charge and spin): 179.71 kcal/mol
highest occupied orbital energy: -10.0 eV

Cartesian coordinates (Å):
C -1.448 -0.038 1.115
N -0.602 -0.833 1.534
N -2.083 0.633 0.334
N 1.583 -0.287 -1.427
O 1.222 -1.422 -1.384
O 2.186 0.425 -2.189
O 0.760 -0.524 1.251
S 0.938 0.647 0.180
H -2.554 1.400 0.586

---

Computed, not measured: C3H5O3Y as an isolated structure, with ωB97M-V with the def2-TZVPD basis set.

energy relative to the best compared isomer or geometry (same formula, charge and spin): 0.00 kcal/mol
total charge: +2
highest occupied orbital energy: -19.4 eV

Cartesian coordinates (Å):
H -4.102 1.348 1.339
O 0.681 0.816 -1.185
C 0.356 -0.012 -0.252
C 2.024 0.546 -1.690
O -3.254 0.996 1.606
O 1.255 -0.917 -0.055
C 2.432 -0.684 -0.887
Y -2.048 -0.334 0.628
H 2.631 1.433 -1.488
H 1.939 0.370 -2.766
H 3.278 -0.518 -0.215
H 2.586 -1.581 -1.492

---

Computed, not measured: C2H2INO2 as an isolated structure, with ωB97M-V with the def2-TZVPD basis set.

energy relative to the best compared isomer or geometry (same formula, charge and spin): 35.64 kcal/mol
highest occupied orbital energy: -9.4 eV

Cartesian coordinates (Å):
C -1.251 -0.107 0.207
C 1.214 -0.392 -0.675
N 0.106 0.246 0.226
O -2.088 0.627 0.574
O 2.269 0.117 -0.507
I 0.539 1.833 1.387
H -1.596 -1.123 0.015
H 0.808 -1.201 -1.228

---

Computed, not measured: C4H14NO3 as an isolated structure, with ωB97M-V with the def2-TZVPD basis set.

spin multiplicity: 2
energy relative to the best compared isomer or geometry (same formula, charge and spin): 11.49 kcal/mol
total charge: -2
highest occupied orbital energy (spin up / spin down): 4.1 / -1.7 eV

Cartesian coordinates (Å):
C 0.620 -1.095 0.338
O 0.589 0.296 0.239
C -0.691 -1.762 -0.074
C -1.338 -1.356 -1.440
C -2.117 -0.027 -1.365
N -1.374 1.138 -1.801
H 1.486 -1.529 -0.205
H 0.786 -1.325 1.408
H -0.635 -2.859 -0.051
H -1.416 -1.391 0.665
H -0.584 -1.545 -2.205
H -2.164 -2.086 -1.566
H -2.332 0.130 -0.308
H -3.048 -0.127 -1.906
H -1.295 1.094 -2.801
H -0.484 1.352 -1.382
H 1.628 3.004 3.582
H 2.508 2.388 2.477
O 2.513 3.098 3.199
H 1.533 0.717 0.750
H 3.260 0.633 1.136
O 2.555 1.252 1.314

---

Computed, not measured: a 2-piece molecular cluster, C3H8S2 overall, with ωB97M-V with the def2-TZVPD basis set.

energy relative to the best compared isomer or geometry (same formula, charge and spin): 42.09 kcal/mol
SMILES: C=C.CSS
highest occupied orbital energy: -8.6 eV

Cartesian coordinates (Å):
C -2.511 0.586 -0.031
C -2.220 -0.196 0.997
H -2.013 0.436 -1.002
H -2.796 1.630 0.146
H -1.905 -1.247 0.886
H -2.546 0.078 1.987
C 2.445 -1.002 -0.869
S 1.245 0.286 -1.149
S 1.598 1.541 0.653
H 2.373 -1.630 0.039
H 3.427 -0.507 -0.825
H 2.616 -1.719 -1.691
H 0.285 1.743 0.859

---

Computed, not measured: one molecule with the formula C6H10ClN, with ωB97M-V with the def2-TZVPD basis set.

energy relative to the best compared isomer or geometry (same formula, charge and spin): 103.73 kcal/mol
SMILES: C[C@@H]1C[C@]2(Cl)C[C@@H]2N1
highest occupied orbital energy: -9.2 eV

Cartesian coordinates (Å):
C -2.422 0.618 -0.069
C -1.460 -0.533 0.075
C -0.490 -0.369 1.324
C 0.884 -0.291 0.582
Cl 1.057 1.490 -0.122
C 1.970 -1.021 -0.034
C 0.487 -1.160 -0.439
N -0.610 -0.541 -1.218
H -3.017 0.839 0.871
H -1.934 1.640 -0.241
H -3.127 0.599 -0.894
H -2.023 -1.485 0.086
H -0.594 -1.218 2.091
H -0.691 0.456 1.924
H 2.731 -0.489 -0.477
H 2.181 -2.099 0.292
H 0.077 -2.036 0.031
H -1.117 -1.224 -1.721

---

Computed, not measured: one molecule with the formula C15H19N3OS, with ωB97M-V with the def2-TZVPD basis set.

energy relative to the best compared isomer or geometry (same formula, charge and spin): 30.39 kcal/mol
SMILES: CC(C)CC(=O)Nc1nnc(CCc2ccccc2)s1
highest occupied orbital energy: -9.1 eV

Cartesian coordinates (Å):
C -3.745 -0.964 1.524
C -4.212 -1.521 0.181
C -5.734 -1.604 0.131
C -3.671 -0.680 -0.997
C -4.029 0.772 -0.845
O -5.130 1.216 -1.074
N -3.067 1.663 -0.401
C -1.749 1.607 -0.060
N -1.155 2.667 0.383
N 0.126 2.493 0.662
C 0.572 1.314 0.454
C 1.969 0.871 0.648
C 2.673 0.671 -0.708
C 4.092 0.230 -0.490
C 4.412 -1.120 -0.436
C 5.714 -1.526 -0.201
C 6.711 -0.584 -0.012
C 6.400 0.764 -0.061
C 5.098 1.168 -0.297
S -0.672 0.218 -0.168
H -4.064 -1.620 2.330
H -4.170 0.022 1.701
H -2.660 -0.890 1.560
H -3.801 -2.530 0.064
H -6.108 -2.164 0.985
H -6.061 -2.104 -0.777
H -6.171 -0.609 0.148
H -4.144 -1.033 -1.916
H -2.596 -0.817 -1.085
H -3.434 2.607 -0.297
H 2.491 1.634 1.226
H 1.987 -0.069 1.203
H 2.651 1.614 -1.258
H 2.130 -0.081 -1.285
H 3.637 -1.859 -0.585
H 5.951 -2.579 -0.165
H 7.727 -0.900 0.170
H 7.174 1.503 0.085
H 4.858 2.221 -0.336

---

Computed, not measured: C31H40Br3N3O15 as an isolated structure, with ωB97M-V with the def2-TZVPD basis set.

energy relative to the best compared isomer or geometry (same formula, charge and spin): 734.93 kcal/mol
highest occupied orbital energy: -7.8 eV

Cartesian coordinates (Å):
C 24.569 26.882 14.753
C 25.313 26.812 15.887
C 25.728 25.568 16.356
C 25.354 24.341 15.698
C 24.577 24.457 14.493
C 24.153 25.730 14.057
N 25.804 23.039 16.218
O 25.398 22.052 15.607
O 26.570 23.023 17.244
H 24.233 27.794 14.284
H 25.559 27.688 16.468
H 26.317 25.675 17.255
H 24.372 23.610 13.854
H 23.535 25.790 13.173
C 23.567 29.297 10.759
C 23.963 29.023 12.062
C 23.251 27.985 12.763
C 22.185 27.323 12.138
C 21.798 27.675 10.836
C 22.477 28.709 10.222
N 21.377 26.376 12.893
O 20.225 26.191 12.600
O 21.786 26.029 14.012
H 24.093 30.113 10.287
H 24.746 29.629 12.492
H 23.597 27.712 13.748
H 21.027 27.197 10.251
H 22.078 29.027 9.271
C 31.348 25.119 14.591
C 30.355 25.621 13.687
C 30.311 27.024 13.413
C 31.101 27.862 14.143
C 32.068 27.310 15.022
C 32.156 25.996 15.264
N 30.944 29.326 14.070
O 30.146 29.770 13.278
O 31.613 30.004 14.863
H 31.389 24.059 14.795
H 29.640 24.938 13.252
H 29.496 27.440 12.840
H 32.588 28.026 15.642
H 32.927 25.717 15.966
C 29.311 34.095 11.701
C 27.901 33.781 11.952
O 27.811 32.424 12.274
C 26.726 31.933 12.814
O 25.694 32.526 13.082
O 26.920 30.711 13.101
C 25.982 29.911 13.774
H 29.557 35.082 11.308
H 29.750 33.412 10.974
H 29.862 34.020 12.638
H 27.376 34.021 11.027
H 27.662 34.401 12.816
H 25.268 29.400 13.128
H 25.526 30.281 14.693
H 26.496 28.989 14.043
C 24.064 27.089 9.319
C 24.336 26.973 10.801
O 24.824 25.674 11.161
C 26.045 25.259 10.743
O 26.838 25.825 9.972
O 26.263 24.063 11.216
C 27.162 23.177 10.561
H 24.975 26.978 8.730
H 23.705 28.095 9.104
H 23.312 26.352 9.038
H 23.499 27.152 11.475
H 25.108 27.706 11.035
H 28.080 23.076 11.139
H 27.410 23.511 9.554
H 26.682 22.205 10.444
C 28.340 22.781 15.662
C 28.216 24.290 15.358
O 28.876 25.012 16.363
C 28.949 26.377 16.242
O 28.274 27.050 15.483
O 29.850 26.836 17.099
C 30.047 28.232 17.261
H 27.984 22.580 16.672
H 29.387 22.478 15.638
H 27.751 22.196 14.956
H 27.151 24.521 15.371
H 28.604 24.459 14.354
H 30.311 28.697 16.311
H 30.890 28.363 17.940
H 29.114 28.655 17.633
C 26.996 27.417 13.659
Br 28.508 28.615 13.965
Br 27.730 25.659 13.184
Br 25.702 28.071 12.365
H 26.541 27.260 14.637